Record 1
Entry from OMol25: a molecular structure, C28H28N2SiYb at a distorted geometry (the ωB97M-V functional and the def2-TZVPD basis).

Structure (XYZ):
```
60
Properties=species:S:1:pos:R:3:forces:R:3
C 1.180411 2.856681 1.495721 -0.11 0.77 0.23
C 0.224920 2.971581 0.451583 -0.11 0.70 0.08
C -1.071784 3.048882 1.038789 0.24 0.94 0.01
H 0.447219 3.068831 -0.608379 -0.15 -0.13 0.24
C -0.913826 3.005235 2.451779 0.05 0.82 0.07
C 0.474475 2.877968 2.736127 0.14 0.80 0.00
H 0.927117 2.925777 3.727727 -0.16 -0.18 -0.35
H 2.264247 2.874532 1.383140 -0.33 -0.13 0.02
H -2.004770 3.175050 0.496788 0.19 -0.01 0.11
H -1.702074 3.146083 3.194417 0.29 -0.08 -0.31
Yb -0.235139 0.848477 1.576459 -0.05 -2.65 -0.98
C -1.309920 -2.505795 -3.806659 0.14 -0.66 -0.48
H -2.046408 -2.509780 -2.994638 0.25 -0.01 -0.26
H -1.658788 -1.869567 -4.623571 0.05 -0.21 0.04
H -0.343959 -2.114800 -3.433855 -0.53 -0.42 -0.59
Si -0.197159 -0.557014 -1.985790 0.12 1.12 2.03
C 1.618727 -0.151461 -2.185095 0.53 -1.31 -0.09
C 2.382771 1.039249 -2.081201 0.00 -0.35 -0.35
H 1.977752 1.914798 -1.576663 -0.02 -0.14 -0.31
C 3.679403 1.100186 -2.627738 -0.08 -0.21 0.02
H 4.258318 2.032516 -2.604881 -0.39 -0.38 0.15
C 4.256761 -0.021756 -3.239431 -0.46 -0.23 0.08
H 5.250588 0.024033 -3.697666 -0.44 0.09 0.23
C 3.545069 -1.232546 -3.255675 0.16 0.02 0.11
H 3.976920 -2.125259 -3.716502 -0.05 0.33 0.20
C 2.267214 -1.303308 -2.706137 0.46 0.62 -0.03
H 1.733367 -2.253886 -2.684479 0.18 0.09 -0.25
C -1.214120 0.911693 -2.449623 -0.53 0.31 -0.06
C -0.792606 1.581669 -3.622737 -0.63 0.22 0.08
H 0.165954 1.336891 -4.076207 -0.23 -0.09 -0.03
C -1.605474 2.552882 -4.218968 0.00 0.13 0.10
H -1.295640 3.022243 -5.162779 -0.09 -0.20 0.52
C -2.827669 2.911582 -3.634054 0.18 -0.39 0.21
H -3.474106 3.653866 -4.113754 0.27 -0.33 0.22
C -3.217613 2.306491 -2.426365 0.08 0.14 -0.08
H -4.175431 2.581081 -1.974380 0.40 -0.03 -0.08
C -2.407652 1.345447 -1.816506 0.23 -0.18 -0.76
H -2.697302 0.895895 -0.863888 -0.12 0.05 -0.31
H -0.763365 -1.872623 -1.391695 0.78 1.43 -0.06
H -1.121896 -3.543161 -4.148006 -0.25 0.57 0.03
C -2.928939 -0.479178 5.145992 0.20 -0.01 -0.26
C -2.552691 -1.813264 5.385665 -0.02 0.66 -0.35
C -1.514933 -2.372716 4.645430 0.45 0.12 -0.49
C -0.852508 -1.583402 3.678517 -0.69 0.53 0.14
N -1.270631 -0.314882 3.387434 -0.66 -0.76 1.44
C -2.283204 0.225028 4.125906 0.57 -0.94 -0.19
C 0.362885 -2.065782 2.938794 0.94 -0.13 -0.57
C 0.995383 -3.286887 3.265661 -0.22 0.91 -0.45
C 2.164120 -3.652990 2.598301 -0.06 0.35 -0.28
C 2.693841 -2.799608 1.612145 -0.13 -0.03 0.15
C 2.037945 -1.595526 1.346806 -0.73 -0.22 0.57
N 0.882091 -1.237000 1.982869 0.90 -1.31 0.44
H -3.717876 0.024158 5.718494 0.38 -0.39 -0.25
H -3.075145 -2.392716 6.139038 0.11 0.02 -0.08
H -1.204148 -3.420086 4.788620 -0.32 0.75 0.07
H -2.553090 1.249432 3.863391 0.02 -0.37 0.16
H 0.554760 -3.898019 4.041791 0.29 -0.12 -0.11
H 2.662589 -4.592745 2.849493 -0.17 0.34 -0.13
H 3.605906 -3.058668 1.053709 -0.53 0.16 0.41
H 2.439089 -0.883793 0.606735 -0.32 -0.40 0.35
```
Positions in Å, forces in eV/Å.

## Properties
* gap between HOMO and LUMO (alpha / beta): 4.8928 / 6.2370 eV
* LUMO (alpha / beta): -3.59 / -3.61 eV
* max |F|: 2.827 eV/A
* 2S+1: 2
* net charge: +1

***

Record 2
Entry from OMol25: a gas-phase ion, C4H12N4 (charge +2) at a distorted geometry (the ωB97M-V functional and the def2-TZVPD basis).

Structure (XYZ):
```
20
Properties=species:S:1:pos:R:3:forces:R:3
C -1.887126 1.551407 0.051480 0.00 0.19 0.06
C -0.633096 0.776242 0.169361 0.32 0.20 -0.44
C 0.642723 1.165742 0.170036 -0.49 0.03 -0.42
N 1.506640 0.076340 0.443275 0.18 0.11 0.53
N 2.752339 0.052687 -0.288306 0.12 -0.01 -0.32
C 0.684695 -1.134797 0.387248 0.39 -1.30 -0.04
N -0.679828 -0.616849 0.448190 -0.07 0.15 0.55
N -1.733529 -1.381933 -0.147144 -0.15 -0.01 -0.28
H -2.377963 1.399473 -0.911307 -0.03 -0.02 -0.07
H -1.665748 2.612516 0.128329 -0.06 0.05 -0.02
H -2.577921 1.302727 0.856937 -0.08 0.02 0.11
H 1.031386 2.163063 0.127274 0.03 0.31 0.08
H 2.687202 -0.112947 -1.319028 -0.11 0.07 0.44
H 3.383452 -0.660217 0.123530 -0.29 0.30 -0.12
H 3.212815 0.972650 -0.144599 -0.18 -0.42 -0.03
H 0.863965 -1.721427 -0.535501 -0.02 0.11 0.09
H 0.888422 -1.757420 1.266513 -0.01 0.00 -0.28
H -1.579781 -1.694839 -1.132418 0.00 0.22 0.38
H -2.579853 -0.774503 -0.126424 0.34 -0.40 -0.04
H -1.938794 -2.217909 0.432561 0.11 0.39 -0.19
```
Positions in Å, forces in eV/Å.

## Properties
* gap between HOMO and LUMO: 9.6152 eV
* LUMO: -6.97 eV
* SMILES: CC1=CN([NH3+])CN1[NH3+]
* max |F|: 1.357 eV/A
* net charge: +2

***

Record 3
Entry from OMol25: 6 unconnected molecules or ions with the total composition C28H66NO5 at a distorted geometry (the ωB97M-V functional and the def2-TZVPD basis).

Structure (XYZ):
```
100
Properties=species:S:1:pos:R:3:forces:R:3
C 1.639831 -3.829946 1.989402 -0.77 0.43 -0.24
C 0.198961 -3.753932 1.320320 0.73 -1.38 0.06
C 0.267352 -3.333480 -0.186775 0.46 1.10 0.08
C -0.683911 -2.158849 -0.614713 -0.65 -0.84 -0.34
C -2.095781 -2.119695 0.099854 0.33 0.99 -1.11
C -2.261425 -0.723472 0.800837 -1.28 -0.73 0.75
C -1.852507 -0.689010 2.313039 0.01 0.73 -0.40
C -0.337132 -0.439135 2.590717 -0.10 0.37 0.76
C 0.251844 0.863166 1.928860 0.75 -0.27 0.38
C 1.474095 0.443768 1.063020 1.04 0.95 -0.50
C 2.915280 0.346876 1.723636 -0.53 -2.74 -1.82
C 3.661882 -0.011408 0.368556 -0.21 1.18 0.01
N 3.061010 0.508191 -0.663472 0.30 -0.61 1.92
C 1.911615 1.306525 -0.156163 -0.43 1.06 0.17
H 2.417724 -3.860004 1.191900 -0.42 -0.07 0.70
H 1.738424 -4.725928 2.641718 0.02 0.74 -0.40
H 1.768124 -2.906406 2.607156 0.26 -0.74 -0.35
H -0.464738 -3.133812 1.953541 0.33 -0.24 -0.63
H -0.207780 -4.794338 1.376622 0.07 0.86 -0.08
H 1.316924 -2.976897 -0.374849 -0.72 -0.32 0.01
H 0.133933 -4.189013 -0.888246 -0.07 0.46 0.76
H -0.868878 -2.287372 -1.710860 0.23 0.21 0.75
H -0.234151 -1.143328 -0.511156 -0.02 -0.84 0.06
H -2.317888 -2.993219 0.756627 0.32 0.87 -0.32
H -2.865288 -2.143585 -0.711049 0.50 -0.08 0.68
H -3.357024 -0.491813 0.772037 0.79 -0.10 0.07
H -1.785743 0.108969 0.225051 -0.18 -0.77 0.33
H -2.406412 0.169925 2.772004 0.48 -0.57 -0.23
H -2.239062 -1.591776 2.843570 0.47 0.51 -0.50
H -0.223105 -0.314776 3.696642 -0.08 -0.24 -0.77
H 0.330747 -1.284308 2.315774 -0.70 0.38 0.08
H 0.626771 1.524722 2.744926 -0.30 -0.28 -0.62
H -0.500317 1.461341 1.365994 0.53 -0.61 0.18
H 1.370843 -0.573303 0.614050 -0.58 0.64 0.46
H 2.947366 -0.632599 2.255831 0.33 1.05 0.43
H 3.290254 1.216777 2.294792 -0.10 -0.47 -0.45
H 4.568225 -0.630769 0.252538 -0.56 0.39 0.05
H 3.325252 0.397371 -1.648816 -0.21 -0.20 -0.31
H 2.441707 2.244835 0.155739 -0.98 -0.36 -0.02
H 1.100176 1.579756 -0.856111 0.75 -0.57 -0.08
C 2.774076 6.523938 -0.975579 0.04 0.12 -0.05
C 2.366061 5.697338 -2.183706 -0.20 0.00 0.67
C 0.952346 5.162278 -2.035828 -0.16 -0.09 -0.28
O 3.274007 4.606199 -2.343909 0.19 -0.16 -0.51
H 2.757200 5.918470 -0.065219 -0.09 0.08 -0.11
H 3.794845 6.893006 -1.090903 -0.06 0.01 -0.04
H 2.107529 7.377952 -0.838548 0.02 -0.02 -0.01
H 2.434097 6.306519 -3.086790 0.14 -0.20 -0.07
H 0.871604 4.508936 -1.159799 0.05 0.14 0.11
H 0.676410 4.562079 -2.906101 0.00 0.09 -0.02
H 0.231371 5.974458 -1.929795 -0.01 -0.06 0.04
H 3.223134 4.063312 -1.552235 0.00 0.15 0.14
C -5.273852 -2.989324 -3.861076 0.23 -0.07 -0.05
C -5.623883 -3.014642 -2.381336 -0.45 0.29 -0.41
C -7.110420 -3.253259 -2.168806 -0.05 -0.11 0.21
O -5.246881 -1.775439 -1.778739 0.34 -0.11 0.28
H -5.803189 -2.179273 -4.371373 -0.11 -0.07 0.04
H -4.205765 -2.808204 -3.999233 -0.02 -0.07 0.04
H -5.533068 -3.932863 -4.345009 0.00 0.05 -0.01
H -5.051388 -3.799496 -1.882199 0.07 0.17 0.11
H -7.700915 -2.452003 -2.622771 0.06 -0.04 -0.11
H -7.348878 -3.259834 -1.103539 0.05 -0.06 -0.03
H -7.424209 -4.204606 -2.602508 -0.02 0.05 0.00
H -5.744829 -1.072975 -2.209090 -0.05 -0.01 -0.03
C -4.967735 -2.523869 3.866836 -0.03 0.22 -0.14
C -5.032580 -3.772140 3.000817 0.21 -0.09 0.65
C -5.425063 -4.992168 3.818776 -0.11 -0.18 -0.14
O -3.761382 -3.996629 2.386472 -0.03 0.08 -0.36
H -4.215764 -2.636226 4.654429 -0.08 -0.11 0.04
H -4.676272 -1.657366 3.269022 -0.09 -0.03 -0.02
H -5.931975 -2.316351 4.334286 0.05 0.00 0.02
H -5.754185 -3.622371 2.195400 0.19 -0.02 -0.12
H -4.688465 -5.186355 4.604214 -0.04 0.12 0.04
H -5.458989 -5.881902 3.187464 -0.05 0.06 -0.01
H -6.402815 -4.857631 4.285003 0.04 -0.02 0.02
H -3.113890 -4.131296 3.086750 -0.06 -0.07 0.07
C 2.234241 -0.964033 -5.675192 0.13 -0.25 0.10
C 1.879923 -0.220707 -4.398750 -0.15 0.32 -0.68
C 1.294440 1.150324 -4.698274 -0.04 0.08 0.22
O 3.056419 -0.073794 -3.588560 0.25 0.04 0.77
H 2.986246 -0.414480 -6.248740 -0.11 0.09 -0.01
H 2.661913 -1.941406 -5.444296 -0.09 0.01 0.00
H 1.354605 -1.107998 -6.303655 0.04 0.03 0.02
H 1.163419 -0.807115 -3.819434 0.19 -0.01 0.16
H 2.014548 1.770912 -5.238965 -0.02 -0.08 -0.07
H 1.053841 1.677539 -3.771691 -0.06 -0.03 -0.03
H 0.386998 1.068597 -5.297978 0.04 0.01 0.02
H 3.699266 0.442454 -4.089154 -0.03 -0.04 -0.13
C 6.343772 4.766896 1.702539 0.07 0.20 -0.20
C 5.126411 5.310802 2.433062 0.24 -0.69 0.13
C 4.972186 4.671134 3.803754 -0.16 0.18 0.15
O 3.952289 5.065168 1.654795 -0.16 0.28 -0.03
H 6.250716 3.687165 1.543105 0.00 -0.02 0.15
H 6.436880 5.227204 0.717084 0.01 0.04 0.07
H 7.259786 4.957252 2.264192 -0.02 -0.05 -0.03
H 5.216675 6.392786 2.541450 -0.19 -0.02 -0.13
H 4.834208 3.588116 3.713603 0.14 -0.01 -0.06
H 4.089781 5.063138 4.312744 0.07 0.05 -0.01
H 5.847010 4.858583 4.428442 -0.03 -0.05 -0.01
H 3.860937 4.113153 1.552003 0.10 -0.05 0.11
```
Positions in Å, forces in eV/Å.

## Properties
* gap between HOMO and LUMO: 7.9374 eV
* LUMO: -3.95 eV
* max |F|: 3.332 eV/A
* net charge: +1

***

Record 4
Entry from OMol25: a molecular structure, C8H13NO4 at a distorted geometry (the ωB97M-V functional and the def2-TZVPD basis).

Structure (XYZ):
```
26
Properties=species:S:1:pos:R:3:forces:R:3
C 2.824488 -1.379918 -0.498330 -4.04 3.27 -0.46
C 1.949641 -2.479715 -0.553625 1.00 -2.86 -0.17
C 1.944799 -0.285395 -0.658398 0.87 -1.73 -0.40
C 0.645116 -2.039589 -0.791955 -0.01 -1.45 -0.24
C -2.235198 1.765685 1.225585 0.94 -1.36 1.61
C 0.196833 1.118082 1.798680 1.18 -1.78 0.90
C -1.062715 0.745511 1.108963 0.20 2.44 -3.49
C -0.807693 0.560001 -0.497804 0.09 -2.38 2.01
N 0.642072 -0.690517 -0.962410 -0.12 2.84 1.87
O 2.312216 1.015373 -0.577914 -1.06 0.99 -0.30
O -0.625746 -2.635522 -0.848457 0.84 0.85 1.02
O -2.091491 0.515884 -2.389880 -1.89 -1.57 -0.89
O -1.980710 0.195182 -1.012363 0.31 -0.54 0.61
H 3.831585 -1.164751 -0.332620 1.52 -0.63 0.27
H 2.534876 -3.469596 -0.524357 -2.15 1.02 -0.03
H -2.436057 1.889972 2.337435 0.22 0.30 -1.47
H -3.057506 1.257277 0.766922 -0.79 0.23 -0.15
H -1.972885 2.631025 0.689763 -0.08 1.60 -0.27
H 0.097296 1.399891 2.845069 -0.47 -0.18 0.13
H 0.893733 0.237159 1.768878 -0.42 0.85 0.06
H 0.702829 1.939613 1.348416 0.29 0.62 -0.70
H -1.604361 -0.071994 1.369344 -0.34 -3.28 1.28
H -0.333395 1.312993 -1.021768 0.98 1.68 -0.86
H 3.260812 1.055413 -0.479838 0.29 -0.06 0.00
H -0.745572 -3.310254 -1.500471 0.51 -0.51 -0.69
H -2.882965 -0.111811 -2.608866 2.11 1.62 0.35
```
Positions in Å, forces in eV/Å.

## Properties
* gap between HOMO and LUMO: 7.1325 eV
* LUMO: 0.51 eV
* max |F|: 5.218 eV/A

***

- What is the formula in the second record?
  C4H12N4

***

- Which value of max |F| does entry 2 give?
  1.357 eV/A

***

- Which of these has the highest max |F|?
  C8H13NO4